# 1
A molecular structure, C17H23BBr36NO2. Source: the OMol25 dataset; level of theory: wB97M-V/def2-TZVPD.

As for the highest occupied orbital energy: -11.24 eV. The value obtained for the lowest unoccupied orbital energy is -3.674 eV. For the orbital gap, the calculation gives 7.6 eV.

```
! wB97M-V def2-TZVPD RIJCOSX def2/J DEFGRID3
* xyz 1 1
Br 1.63079 0.66792 -3.13936
Br -5.66617 3.73458 -8.25780
Br -3.29996 -3.84119 2.49738
Br -7.14777 7.81145 -10.24572
Br -0.54758 -0.85469 -4.92904
Br 3.85962 -6.71270 -1.06045
Br 2.14555 -3.69307 1.73052
Br 4.09585 3.04044 3.27576
Br -5.43531 -1.67893 1.46024
Br 8.93937 -6.13865 2.06050
Br -2.63910 0.11122 7.53751
Br -0.22958 -5.74702 2.36048
Br 8.89541 -3.20746 0.76184
Br 0.87494 -3.82644 4.68047
Br -3.91708 0.47368 -2.16558
Br -6.03187 9.68655 -7.89799
Br -7.05671 -6.34081 1.04597
Br 6.64553 4.57803 6.99928
Br 6.59859 4.60966 2.02982
Br 4.26059 6.44774 5.96647
Br 7.08402 2.13751 4.01284
Br -3.27503 5.78525 -8.84544
Br 8.49410 -5.78870 -1.09288
Br -4.53301 -4.07741 -0.45308
Br 0.09402 -1.88562 -1.96407
Br -4.77516 9.88293 -10.84037
Br -4.54459 1.51492 -5.13236
Br -8.26069 -6.53303 -1.91608
Br -4.54777 5.60839 -5.90943
Br 6.42406 7.60369 8.03164
Br -2.36657 3.03194 -3.33557
Br -9.16363 -4.15266 0.03205
Br -5.61962 0.45876 6.40938
Br 5.35646 -3.87967 -0.97674
Br -3.44291 -1.16302 4.70714
Br 2.42597 -4.10759 -2.26263
O 2.87652 -1.49136 0.14333
O 3.27627 -0.07340 2.07035
N 0.96933 -0.11865 0.93813
C -4.01517 2.01201 -3.34084
C -8.58964 -5.99748 -0.08634
C -3.74628 0.28541 5.95982
C -0.11526 -0.95195 1.49867
C -0.01462 -0.35345 -3.14408
C -4.84599 -3.52056 1.37241
C 1.30985 -4.81536 3.07299
C -5.60348 8.72921 -9.52529
C 5.45358 6.03976 7.43670
C 9.33906 -5.07440 0.49439
C 4.66308 -0.27514 1.71350
C -0.92828 0.97693 0.32405
C -4.11866 4.64180 -7.53154
C 4.11262 -5.00740 -1.93983
C -1.43821 -0.10489 1.34849
C 5.92489 3.61809 3.54879
C 0.62973 0.96962 0.29190
B 2.41066 -0.55212 1.09947
H -2.26249 -0.63718 0.81146
H 1.33427 1.66862 -0.19884
H -0.07583 -1.21158 2.58182
H -3.45147 1.20347 5.46373
H 4.83744 5.71128 8.26617
H 4.87781 -0.07430 0.63560
H -0.79256 0.29506 -2.75080
H -1.16391 0.48570 -0.66879
H -5.65165 -4.13510 1.75927
H -4.87621 7.96938 -9.26491
H -9.40330 -6.61035 0.28514
H 2.03958 -5.56877 3.34986
H 2.17874 -1.51027 -0.54285
H -0.14812 -1.92541 0.94763
H -4.79062 2.66066 -2.94785
H -3.39711 3.87708 -7.26480
H 4.55386 -5.21180 -2.90917
H 5.26961 0.45767 2.29839
H 5.92066 4.29604 4.39560
H -1.47018 1.94273 0.22601
H 10.41046 -5.12780 0.33725
H 5.04384 -1.29289 1.95919
H -1.85755 0.24514 2.31116
*
```

***

# 2
4 unconnected molecules or ions with the total composition C17H23BN4. Source: the OMol25 dataset; level of theory: wB97M-V/def2-TZVPD.

As for the highest occupied orbital energy: -8.60 eV. The value obtained for the lowest unoccupied orbital energy is 0.662 eV. For the orbital gap, the calculation gives 9.3 eV.

```
! wB97M-V def2-TZVPD RIJCOSX def2/J DEFGRID3
* xyz 0 1
N 1.92409 -0.63300 -1.19181
N -3.69029 -0.29031 1.74657
N 5.71958 -3.80849 -2.10683
N -0.82931 2.66419 0.73500
C -1.80579 4.79373 0.18476
C -0.78596 3.85890 0.13565
C -5.79398 -1.34290 2.23292
C -5.11359 -1.04682 -0.03339
C -4.60902 -0.73199 2.60938
C -3.95840 -0.45344 0.44836
C -3.02253 3.25252 1.53370
C 6.58696 -1.17275 -2.37762
C -2.94776 4.48159 0.90220
C -6.04902 -1.50237 0.88111
C 5.25640 -1.45152 -2.10980
C -1.94978 2.38190 1.41879
C 6.99561 -3.51637 -2.36636
C 0.67500 -0.35726 1.78939
C 7.47840 -2.22549 -2.50854
C 4.87926 -2.77866 -1.98348
C 0.66201 0.10695 -0.94532
B -0.04363 -0.50904 0.36389
H 3.85009 -3.04576 -1.77116
H 2.41642 -0.83001 -0.33517
H -5.27602 -1.14943 -1.09739
H 0.83191 -1.37333 2.16515
H 0.85787 1.16449 -0.77272
H 1.64183 0.13132 1.66517
H 0.06010 0.19974 2.48996
H 1.70838 -1.50713 -1.64368
H 0.00934 -0.02112 -1.80831
H 0.12919 4.06744 -0.40778
H -3.89826 2.96875 2.10117
H 8.52504 -2.04981 -2.71659
H -6.49826 -1.68383 2.97913
H -3.20068 -0.08321 -0.23104
H 4.52657 -0.65973 -2.00090
H -3.76724 5.18635 0.96801
H 7.65533 -4.37107 -2.46309
H 6.92407 -0.14930 -2.48269
H -1.05815 -1.11264 0.22806
H -6.96405 -1.97331 0.54500
H -1.97766 1.41096 1.89476
H -1.70500 5.74438 -0.32065
H -4.36906 -0.58310 3.65618
*
```

***

# 3
2 unconnected molecules or ions with the total composition C17H23BO6. Source: the OMol25 dataset; level of theory: wB97M-V/def2-TZVPD.

As for the highest occupied orbital energy: -9.36 eV. The value obtained for the lowest unoccupied orbital energy is -1.575 eV. For the orbital gap, the calculation gives 7.8 eV.

```
! wB97M-V def2-TZVPD RIJCOSX def2/J DEFGRID3
* xyz 0 1
O -0.23726 2.01211 -0.07254
O -0.37525 -0.10527 -1.53848
O -1.55322 -0.18984 3.81282
O 1.99522 4.95253 -3.78632
O 3.93870 6.04986 -3.61718
O -1.91774 -5.18140 1.59382
C 1.24715 -4.34642 0.25143
C 0.35912 -0.36810 1.10687
C 2.28879 6.63496 -2.01535
C -2.03105 -3.84708 1.64102
C -3.37825 -3.25497 2.41134
C 0.03313 -3.34575 -0.22903
C 2.47526 -3.10440 3.64944
C -1.83529 -1.09358 2.86610
C 0.72546 4.51790 -3.26729
C 2.66263 -3.52823 0.59691
C 2.68974 -3.24190 2.24455
C -0.77072 -1.44075 1.63606
C -0.90371 -2.82376 1.03128
C -3.30184 -1.88520 3.00060
C -0.36818 5.50943 -3.61468
C 2.81063 5.84198 -3.17977
C -4.69021 -4.25023 2.45363
B -0.10431 0.51868 -0.20006
H 0.50517 3.55860 -3.74789
H -5.46538 -3.91373 3.29656
H -4.24250 -1.41075 3.52666
H 1.48625 -5.05315 -0.67771
H 1.92346 -3.03823 4.70602
H 1.47713 6.14905 -1.47859
H 1.95741 7.61438 -2.36954
H 0.91795 -5.06645 1.12882
H 0.79078 4.31743 -2.19344
H -0.17811 6.49254 -3.17527
H -1.33839 5.15410 -3.25785
H 3.10032 6.76415 -1.29276
H -5.20691 -4.39250 1.40540
H 1.35537 -0.93660 0.86281
H 3.61577 -4.12506 0.26701
H -0.42022 5.65551 -4.69808
H 2.60365 -2.51976 -0.00778
H 0.71735 2.32833 -0.18327
H 0.57706 0.38550 1.98321
H 0.54086 -2.44119 -0.81880
H -4.30638 -5.32305 2.80803
H -0.71569 -3.84077 -1.00724
H 0.54619 -0.38887 -1.85148
*
```

***

# 4
3 unconnected molecules or ions with the total composition C17H23Br2IN4O3P. Source: the OMol25 dataset; level of theory: wB97M-V/def2-TZVPD.

As for the highest occupied orbital energy: -11.16 eV. The value obtained for the lowest unoccupied orbital energy is -4.579 eV. For the orbital gap, the calculation gives 6.6 eV.

```
! wB97M-V def2-TZVPD RIJCOSX def2/J DEFGRID3
* xyz 1 1
I 4.42196 2.77855 3.92908
Br 4.70300 -1.44047 -3.83346
Br 2.32535 1.13933 -3.04767
P 1.36039 0.29728 3.51883
O 1.54963 -1.25123 3.79402
O -4.88776 -2.19922 2.13720
O -2.97856 0.55510 -1.55999
N 5.40522 2.44051 0.35631
N 4.29608 1.73232 0.79146
N -0.42980 -0.63248 0.58129
N 2.41822 0.72466 2.14861
C 3.63529 1.66847 2.17368
C 0.33050 -3.34596 -1.24464
C 3.42984 0.80446 -0.04166
C 3.52922 0.33260 -1.61196
C 4.53958 -0.74961 -1.94368
C -6.22591 -0.43214 3.02494
C 2.16475 0.11412 0.77433
C -1.02323 1.84823 -2.01370
C -5.03444 -0.26071 0.75083
C -5.34173 -1.06632 1.98484
C -1.42687 -1.59761 0.03786
C -2.43580 1.39722 -2.27344
C -1.24564 -2.96080 -0.83406
C 0.99650 -0.91346 0.25229
C 5.53713 -1.40650 -0.80908
C 1.38539 -2.20941 -0.65026
C -3.15830 2.01637 -3.43980
H 5.81794 -2.51482 -1.06731
H -4.51405 0.65946 1.02797
H 0.63206 -4.27252 -1.89150
H 5.49150 3.36549 0.85121
H -5.96028 -0.02894 0.21834
H -0.39497 1.61836 -2.87793
H 2.54047 -2.37793 -0.87730
H -4.16752 1.59603 -3.50606
H -6.36153 -1.12849 3.85938
H 5.32340 2.66471 -0.66038
H -2.62524 1.79401 -4.36765
H 1.71415 1.04589 4.70017
H 6.52442 -0.75042 -0.77645
H -1.00801 2.92116 -1.80654
H -2.15545 -3.65480 -1.17159
H -0.62741 1.31718 -1.14146
H -0.02045 0.56978 3.18240
H 5.10443 -1.40525 0.27876
H -3.23820 3.09687 -3.29622
H -2.56572 -1.32729 0.28399
H -7.20490 -0.20799 2.59385
H -4.38598 -0.84431 0.08871
H -5.75863 0.48048 3.40342
*
```